Entry from the OMol25 dataset: the molecule C5H9NO (ωB97M-V/def2-TZVPD).

Bonds (Å) are listed after each position.
Cartesian coordinates (Å):
1 C -1.248 -0.202 -1.305  C2 1.519, H8 1.094, H9 1.095, H10 1.096
2 C -0.922 0.079 0.152  C1 1.519, C3 1.544, C6 1.562, H11 1.098
3 C -0.547 1.499 0.630  C2 1.544, O4 1.206, N5 1.373
4 O -1.071 2.585 0.626  C3 1.206
5 N 0.635 1.044 1.159  C3 1.373, C6 1.465, H12 1.011
6 C 0.445 -0.355 0.770  C2 1.562, N5 1.465, C7 1.519, H13 1.098
7 C 1.527 -0.891 -0.152  C6 1.519, H14 1.095, H15 1.096, H16 1.096
8 H -0.425 0.050 -1.981  C1 1.094
9 H -2.126 0.374 -1.613  C1 1.095
10 H -1.482 -1.265 -1.436  C1 1.096
11 H -1.748 -0.273 0.783  C2 1.098
12 H 1.213 1.453 1.880  N5 1.011
13 H 0.315 -1.021 1.633  C6 1.098
14 H 1.701 -0.208 -0.991  C7 1.095
15 H 1.260 -1.876 -0.549  C7 1.096
16 H 2.471 -0.992 0.394  C7 1.096

Output
ΔE to the lowest compared entry with this formula, charge and spin (kcal/mol): 16.7
E_HOMO (eV): -9.58
Kohn-Sham gap (eV): 10.5
SMILES: C[C@@H]1C(=O)N[C@@H]1C